# 1
50
Properties=species:S:1:pos:R:3:forces:R:3 method="wB97M-V/def2-TZVPD" charge=+2 e_above_lowest_kj_mol=57.0 homo_ev=-15.026 multiplicity=1
Cd -0.272700 0.930300 -0.478700 -1.0579 0.2419 0.7879
N -2.482400 2.310600 3.194400 0.4694 0.4555 0.2534
C -3.241200 1.232100 2.526400 0.0472 -0.8234 -0.6431
P -1.975500 -0.079300 2.040700 -0.7882 -0.3427 0.4456
O -0.865500 0.089600 3.034700 0.0460 0.0671 0.3813
O -1.669000 -0.138900 0.574800 -0.9830 -0.5860 0.4317
C -2.666800 -1.773200 2.517500 -0.2615 0.6498 -0.8484
N -1.758000 -2.242300 3.585200 0.5098 -0.0743 0.4666
H -2.250800 3.090700 2.553800 -0.0152 -0.1849 0.0868
H -1.575800 1.882200 3.486900 -0.1689 0.3589 0.1300
H -2.961900 2.718200 4.003600 0.0888 -0.1907 -0.1286
H -3.782300 1.604900 1.659600 0.0868 0.1004 0.0610
H -3.956700 0.799900 3.225300 0.0857 0.0159 0.0438
H -2.592600 -2.413200 1.639700 0.0056 -0.0359 0.1020
H -3.702600 -1.761800 2.845100 0.0224 -0.0131 0.0974
H -1.068900 -1.417400 3.665700 -0.0734 -0.3742 0.2634
H -1.252700 -3.097300 3.337600 -0.1236 0.1303 0.0761
H -2.226100 -2.395600 4.482500 0.1093 -0.0054 -0.1658
F 0.127300 2.285300 1.557800 0.1636 -0.3001 0.1919
B -0.608100 3.316400 0.888700 0.0341 -0.2108 0.0840
F 0.047000 3.630300 -0.260800 0.1580 0.4380 -0.5569
F -0.893500 4.300800 1.762100 -0.1686 0.8166 0.6064
F -1.838300 2.676200 0.528100 -0.5121 -0.2520 -0.2289
C 3.940500 0.636000 -2.887400 0.1021 -0.0931 0.1074
C 4.697800 1.430100 -1.827100 -0.2536 -0.1420 -0.1038
C 3.879700 2.570400 -1.238500 -0.1545 -0.2088 0.2428
S 2.515200 2.168200 -0.088800 1.7066 0.2468 0.2379
O 1.604500 1.265900 -0.928700 1.6532 0.0397 -0.7138
C 3.346500 1.009200 1.085900 -0.2019 0.2644 -0.1472
C 3.220800 -0.460200 0.704100 -0.2166 -0.0269 -0.1409
C 1.935500 -1.089900 1.233900 0.1008 0.1277 -0.1676
H 4.558400 -0.179400 -3.256300 0.0144 -0.0342 -0.0687
H 3.687000 1.274300 -3.730500 -0.0440 0.0525 -0.1053
H 3.017400 0.222200 -2.488200 -0.0044 -0.0662 -0.0666
H 5.579100 1.876800 -2.292200 0.0344 0.0158 0.1392
H 5.052900 0.767900 -1.036300 0.1170 0.0325 0.0079
H 3.392200 3.139800 -2.031400 -0.0795 0.1291 0.0853
H 4.505900 3.250300 -0.660800 -0.0502 0.1364 0.0944
H 2.873700 1.205400 2.049100 0.0077 0.0675 -0.0022
H 4.381100 1.334500 1.148200 0.1062 0.1195 -0.0281
H 4.082600 -1.007900 1.095800 -0.0551 0.1155 -0.0582
H 3.227600 -0.555900 -0.381100 0.1837 -0.0977 -0.0080
H 1.896500 -1.030200 2.319700 -0.0995 0.0354 0.0881
H 1.891000 -2.136400 0.938900 -0.1231 -0.0662 -0.0229
H 1.054500 -0.565900 0.830800 0.2513 -0.3361 0.2935
Cl -0.272100 -0.842800 -2.424400 0.2100 -0.9333 -0.5486
C -1.319300 0.206400 -3.381300 -0.1253 -0.1293 -0.5081
Cl -1.602400 1.679000 -2.442200 -0.8634 0.7526 -0.9023
H -2.267500 -0.303300 -3.562800 0.2158 0.1832 0.0892
H -0.813100 0.472200 -4.312000 -0.1065 -0.0658 0.2688


# 2
44
Properties=species:S:1:pos:R:3:forces:R:3 method="wB97M-V/def2-TZVPD" charge=+1 e_above_lowest_kj_mol=299.6 homo_ev=-11.310 multiplicity=1
Cd -12.215382 -13.248508 -31.796911 2.0274 -0.7281 -0.7367
Br -9.776778 -14.185575 -32.897899 -1.8644 0.7503 1.0015
C -7.636685 -11.649146 -29.823205 -0.4302 -0.3481 1.6304
O -8.497721 -12.376641 -29.323484 0.1631 0.2790 -0.4564
N -6.828003 -10.858588 -29.061427 -0.1331 -0.1647 -0.7780
N -7.433006 -11.585975 -31.151614 -0.0724 -0.0509 -1.1005
H -6.157484 -10.285796 -29.537911 0.1794 0.2011 0.4940
H -6.958315 -10.848314 -28.068552 0.0887 0.0748 0.0231
H -6.721223 -11.047288 -31.608971 0.0860 0.0113 0.1492
H -7.973596 -12.221461 -31.707382 0.0056 -0.0592 -0.0855
C -8.335020 -10.554307 -35.444003 0.9590 0.9190 -0.7866
C -7.348216 -11.650426 -35.879443 -1.7845 -0.4977 0.3587
C -6.052246 -11.683768 -35.057529 -1.0564 0.4593 -0.3233
O -5.368469 -12.877302 -35.310009 0.2392 -0.2167 -0.1009
C -3.946576 -12.777907 -35.376283 -0.5377 -1.1248 0.3108
N -8.139263 -12.920880 -35.727162 1.4764 0.2362 0.3759
H -8.416478 -10.532900 -34.355731 -0.4546 -0.2101 -0.0066
H -9.269522 -10.654683 -35.993742 -0.2262 -0.5348 0.4849
H -8.053370 -9.537157 -35.737151 0.5392 -0.0841 0.1257
H -7.154868 -11.621705 -36.953560 0.3202 0.3602 0.0794
H -6.354193 -11.676613 -34.000029 0.1584 0.2581 0.1309
H -5.497318 -10.773706 -35.302288 0.3743 -0.1416 0.1487
H -3.673243 -12.356922 -36.342710 0.4059 0.4944 0.3461
H -3.585608 -13.808836 -35.342240 -0.0382 0.0174 -0.2379
H -3.563071 -12.345578 -34.449386 0.2036 0.6513 -0.4080
H -8.509628 -12.951875 -34.770011 0.0895 0.0917 -0.3712
H -7.365966 -13.590312 -35.738338 -0.5954 -0.6582 -0.1055
C -6.539482 -16.522604 -31.170411 -0.1332 0.4583 -0.0557
C -5.777991 -15.304904 -31.685769 -0.2532 -0.2699 -0.2171
C -4.268594 -15.575504 -31.753560 0.1009 1.1862 -0.0735
O -3.639700 -14.292131 -31.652731 0.7008 -0.3302 -0.1313
C -2.260223 -14.440031 -31.291740 -0.8389 0.1315 1.0322
N -6.271570 -14.904198 -32.977272 0.2405 -0.5465 -0.7307
H -6.152615 -16.739582 -30.175829 -0.1608 -0.3418 -0.0268
H -6.464635 -17.373551 -31.847204 0.3366 -0.0548 0.0911
H -7.608579 -16.310111 -31.090745 0.0173 0.1273 0.1279
H -5.988129 -14.431514 -31.051312 0.6014 -0.3637 0.7249
H -3.919277 -16.022100 -32.689813 -0.5241 -0.2231 -0.1698
H -3.926473 -16.247293 -30.961537 -0.1958 0.1594 0.3126
H -1.832971 -13.457924 -31.103135 -0.0187 0.0983 -0.4822
H -1.664382 -15.032295 -31.985830 -0.0874 0.0800 -0.2297
H -2.273070 -14.921299 -30.308620 0.3866 -0.2875 -0.0427
H -7.270697 -14.780460 -33.019418 -0.1856 -0.0081 -0.1898
H -5.742780 -14.176132 -33.436500 -0.1091 0.1993 -0.1017


# 3
49
Properties=species:S:1:pos:R:3:forces:R:3 method="wB97M-V/def2-TZVPD" e_above_lowest_kj_mol=0.0 homo_ev=-5.806 multiplicity=1
Na -0.486470 -0.313093 0.896118 0.3248 -0.0051 0.1983
C 5.125332 -2.271987 3.111699 -0.7704 -0.0477 0.3046
C 4.222776 -0.999920 3.012846 2.9192 2.9388 0.1800
O 4.864199 0.125452 2.990095 -0.5099 -2.1506 -0.1059
O 2.999310 -1.070850 2.989783 -2.1116 -1.1643 -0.3527
H 5.734720 -2.244046 4.015006 0.2328 0.4112 -0.1381
H 5.765640 -2.371019 2.235174 0.0535 0.1213 0.0655
H 4.534344 -3.179462 3.235401 -0.2472 -0.0472 -0.3167
C 0.385425 3.158106 -4.111800 0.8782 0.8211 -0.1715
C 0.677655 2.673134 -2.682950 -0.4082 0.8639 -0.2228
C 1.032846 3.934069 -1.722076 0.3014 -0.3927 -0.8028
O 1.905855 4.862709 -2.396974 0.1211 0.2217 0.5410
C 2.341435 5.891079 -1.475172 -0.3526 0.0571 -0.4821
N -0.422619 1.804567 -2.236890 0.0873 0.3169 1.3399
H 1.384744 3.425602 -4.455184 -0.2592 0.2890 -0.7346
H -0.267209 4.023163 -4.229503 0.1650 0.4055 0.6818
H -0.098846 2.480569 -4.815027 0.4415 -0.8248 0.3749
H 1.525131 1.991676 -2.757129 0.3514 0.3629 0.2495
H 1.549403 3.691477 -0.793409 -0.0625 -0.8581 0.0379
H 0.153283 4.489720 -1.396925 -0.6021 -0.1802 -0.2800
H 2.711236 5.470898 -0.539867 -0.0244 -0.1153 0.0237
H 1.560626 6.624966 -1.275581 -0.6366 -0.3494 0.2781
H 3.103311 6.555212 -1.883314 0.3441 -0.7387 -0.5533
H -0.428597 0.999590 -2.846876 -0.0841 -0.0516 -0.0880
H -1.291933 2.294259 -2.393672 -0.2785 -0.0283 0.0374
C 1.765913 -3.695686 -1.467935 1.0285 -0.5632 -1.3006
O 1.624561 -4.527853 -0.647139 -1.2546 -2.7703 3.1596
N 1.532383 -3.906341 -2.745242 -1.1460 -0.0428 -3.3340
N 2.375735 -2.560048 -1.223452 0.9345 3.0364 1.3554
H 1.195776 -4.808179 -3.051005 0.1450 0.3934 0.0124
H 1.868272 -3.206355 -3.391227 -0.3112 -0.6650 -0.2896
H 2.862422 -2.633764 -0.341523 0.2651 0.8597 -0.0350
H 2.642629 -1.920887 -1.958532 0.2701 -0.1583 0.5299
C -3.038792 0.747770 5.273772 0.6648 0.6460 -1.5673
O -2.316843 0.678600 4.306458 0.5518 -0.2017 -1.6333
N -4.287692 1.147666 5.320843 -2.3129 0.0881 -0.9198
N -2.619393 0.590070 6.490588 3.1775 -1.3095 4.1979
H -4.656332 1.520967 4.457796 -0.6552 0.0803 0.7341
H -4.528937 1.256133 6.295594 -1.4501 0.9211 -0.9992
H -3.211519 0.369812 7.278604 0.3251 0.0716 -0.2345
H -1.619532 0.499102 6.600627 -0.2364 -0.3392 0.1979
C -4.450198 -3.534738 -1.274145 1.4451 0.9025 -0.2750
O -3.751124 -2.593912 -0.925529 0.3918 0.0586 0.2863
N -4.005992 -4.650052 -1.852300 2.1713 -1.2493 -0.6721
N -5.746830 -3.555571 -1.227981 -5.1982 0.5391 0.6699
H -4.592570 -5.454777 -2.020981 0.4918 0.2158 0.1101
H -2.997642 -4.691656 -1.892188 -0.2395 -0.5656 -0.1609
H -6.324158 -2.819175 -0.847835 0.6702 0.0947 0.0211
H -6.301734 -4.296999 -1.631042 0.3984 0.1019 0.0827


# 4
43
Properties=species:S:1:pos:R:3:forces:R:3 method="wB97M-V/def2-TZVPD" s_squared=3.76 homo_ev="-9.181 / -9.164" multiplicity=4
Co -11.161420 -0.277800 5.425520 0.2197 1.0636 -2.4021
B -9.689620 -1.509260 4.341320 -0.3656 -0.4738 0.0224
H -10.125840 -0.637990 3.877800 -1.5644 3.3648 -2.2255
H -10.448420 -2.274750 4.391250 -3.0025 -3.1302 0.4660
H -8.840010 -1.858500 3.775260 2.9299 -1.0995 -1.9118
H -9.347470 -1.172310 5.307570 1.5647 1.0706 4.5957
Cl -12.527880 0.598700 3.600750 0.2850 -0.2082 1.0870
C -8.606900 1.683780 4.658290 -0.4494 0.5699 -0.4835
O -9.751320 1.348650 5.478020 0.5584 -0.9669 0.9926
C -10.348020 2.406190 6.225480 0.3335 0.0537 -0.4028
C -11.159980 1.835250 7.412970 1.6337 0.1374 -1.2413
N -12.253010 0.985030 6.973870 0.0015 0.6548 -0.4350
C -13.406760 1.830580 6.525900 0.1441 -1.3402 -0.6246
C -14.209980 2.479470 7.598800 -1.2119 0.0563 -0.8931
O -15.271570 1.645580 7.995470 0.3322 -2.0187 1.8140
C -15.975310 2.056630 9.189280 0.1002 1.3021 -1.2801
H -7.768130 2.173870 5.152630 -0.4458 0.2183 0.8964
H -9.009020 2.380860 3.923120 0.3462 -0.1327 -0.4127
H -8.121520 0.822320 4.199610 -0.9347 -0.3242 0.0116
H -10.915580 2.973530 5.487840 -0.4963 0.2291 0.2775
H -9.561120 3.063250 6.595820 0.0382 0.0085 0.2576
H -11.428900 2.719770 7.990380 -0.2559 -0.2448 0.4458
H -10.478980 1.157860 7.928210 0.2011 0.4525 0.5098
H -12.535250 0.440840 7.776550 -0.3707 -0.1840 0.0609
H -13.994390 1.153030 5.906450 -0.3380 0.4585 -0.0399
H -13.101580 2.672900 5.905050 0.6768 -0.5454 -0.2790
H -14.709820 3.260640 7.026060 0.1883 0.9597 0.4788
H -13.526040 2.868530 8.353100 -0.4611 0.1074 0.6051
H -16.773510 1.420240 9.571360 0.3480 -0.7157 -0.7685
H -16.462060 2.944760 8.786280 -0.3062 0.5965 1.0072
H -15.327920 2.270600 10.039700 0.2866 0.1622 -0.1676
C -11.525150 3.037910 -0.067430 -0.1611 1.2649 0.4822
C -11.276600 1.563800 -0.132430 1.9132 0.7508 0.8224
C -10.023040 1.090040 0.773870 -0.3871 0.4895 -1.5818
O -12.431960 0.916250 0.203000 -1.2555 -1.0968 0.0802
H -11.581610 3.370600 0.969020 0.0573 0.1714 0.1617
H -12.494010 3.255320 -0.517010 -0.0512 -0.0803 -0.1096
H -10.797910 3.651910 -0.598680 0.2689 -0.0868 0.1123
H -11.109430 1.454020 -1.203930 0.3600 -1.1343 0.0445
H -9.649960 1.737620 1.567320 -0.6764 0.6240 -0.0191
H -9.207510 1.083360 0.050710 0.3570 -0.5591 0.1816
H -10.163750 0.130080 1.270640 -0.1788 -0.1624 -0.5400
H -12.643530 1.189240 1.098720 -0.2319 -0.2626 0.4047


no.,DFT total energy (eV)
1,-80151.1915
2,-96454.9090
3,-36886.0312
4,-68224.5476